{"formula": "C9H40N4O10", "method": "wB97M-V/def2-TZVPD", "elements": ["C", "O", "N", "N", "H", "H", "H", "H", "C", "C", "C", "O", "C", "N", "H", "H", "H", "H", "H", "H", "H", "H", "H", "H", "H", "C", "C", "C", "O", "C", "N", "H", "H", "H", "H", "H", "H", "H", "H", "H", "H", "H", "O", "H", "H", "O", "H", "H", "O", "H", "H", "O", "H", "H", "O", "H", "H", "O", "H", "H", "O", "H", "H"], "xyz": [[0.396927, -1.902382, 1.674141], [-0.734253, -1.521672, 1.515621], [1.267517, -2.028382, 0.699161], [0.912407, -2.428972, 2.704161], [0.902707, -1.718702, -0.190279], [2.209677, -2.369042, 0.827211], [0.383147, -2.499382, 3.561501], [1.841777, -2.797292, 2.560201], [1.584967, 3.965708, 3.704131], [1.850797, 3.834298, 2.258321], [2.261297, 2.411518, 1.900051], [3.548087, 2.004958, 2.433501], [4.177557, 0.896458, 1.791671], [0.615047, 4.176848, 1.561451], [1.410097, 5.017008, 3.932771], [2.432107, 3.624898, 4.299371], [0.774777, 3.310848, 4.024831], [2.571437, 4.643648, 2.141101], [2.199167, 2.282788, 0.819461], [1.470407, 1.727668, 2.208201], [4.794647, 1.462018, 1.093511], [3.523067, 0.270088, 1.185531], [4.727137, 0.275908, 2.499471], [0.151347, 4.928468, 2.051501], [-0.024463, 3.402168, 1.666381], [0.471957, -3.900092, -4.278829], [-0.682713, -3.045612, -3.808039], [-1.015723, -3.141622, -2.285439], [-2.435173, -2.959252, -2.045909], [-2.718513, -3.160392, -0.679229], [-0.230003, -1.728922, -4.154349], [0.525217, -3.646012, -5.337469], [0.180647, -4.950282, -4.260369], [1.373717, -3.750842, -3.684979], [-1.503213, -3.409152, -4.426679], [-0.422543, -2.411712, -1.734549], [-0.842533, -4.212112, -2.175209], [-3.736623, -3.543752, -0.746989], [-2.762563, -2.214512, -0.139349], [-2.094113, -3.896872, -0.173439], [-1.145403, -1.324842, -4.017049], [-0.082263, -1.617212, -5.147219], [-2.160653, -0.047922, -2.970909], [-1.637923, 0.592478, -3.453479], [-2.050093, 0.195668, -2.051849], [-0.657993, 0.644538, -0.135089], [-1.227823, -0.028112, 0.237821], [-0.692883, 1.364668, 0.494531], [-3.625483, 1.614128, -1.333409], [-2.681483, 1.700068, -1.200329], [-3.971893, 1.403598, -0.466279], [-1.314773, 2.088818, 2.260291], [-1.560663, 1.534308, 3.000751], [-2.147643, 2.405678, 1.910761], [-1.858073, -0.336032, 3.548611], [-1.410833, -0.680112, 2.775421], [-1.667733, -0.971552, 4.238621], [-1.101603, 3.501928, -0.917939], [-0.235813, 3.408768, -0.520489], [-0.958313, 4.069998, -1.674909], [1.320547, -0.239852, -2.441149], [0.765517, -0.703662, -3.068089], [0.748057, 0.426318, -2.060749]], "forces_ev_per_angstrom": [[0.12, -0.48, -2.76], [-2.43, 1.05, -0.01], [0.72, 0.90, -3.72], [1.32, -1.78, 5.94], [0.89, 0.12, -0.35], [-0.40, 0.32, -0.50], [0.56, -0.18, -0.07], [-0.45, -0.13, 1.19], [0.34, -0.66, 1.99], [-0.21, 0.28, 0.57], [0.71, -0.38, -0.67], [-1.75, 0.27, 0.63], [-0.18, 1.44, -0.84], [0.22, -0.25, -1.24], [-0.30, -0.09, 0.29], [0.30, 0.20, 0.06], [-0.41, 0.26, -0.02], [0.60, -0.50, -1.19], [0.63, 0.22, -0.44], [-0.14, -0.14, 0.70], [0.86, -0.99, -0.29], [-0.42, -0.03, 0.21], [0.04, 0.32, 0.04], [0.07, 0.28, -0.06], [-0.10, -0.13, 0.20], [-0.69, -1.33, 0.36], [1.36, -1.02, 0.24], [-1.35, -0.61, -2.37], [1.99, 0.01, -0.30], [-1.52, 0.08, -0.57], [-1.89, 1.33, -0.06], [0.85, -0.08, 0.05], [0.25, -0.27, 0.18], [0.14, 0.15, -0.39], [-0.71, 0.29, 0.35], [0.19, -0.38, 0.21], [0.53, -0.01, 1.26], [-0.14, -0.13, 0.66], [0.35, 0.00, 0.21], [0.25, 0.06, -0.09], [0.08, 1.76, 0.15], [0.29, -0.36, -0.29], [-0.04, -0.22, -0.44], [0.11, 0.34, -0.06], [-0.04, -0.07, 0.25], [0.03, 0.17, -1.14], [0.13, -0.47, 0.40], [-0.10, 0.18, 0.44], [-0.43, -0.01, 0.03], [0.45, 0.50, 0.20], [-0.16, -0.02, 0.21], [0.02, 0.34, -0.39], [-0.02, -0.71, 0.54], [-0.30, 0.24, -0.14], [-0.53, 0.80, 1.07], [0.31, -0.59, -0.94], [-0.13, 0.02, 0.25], [-0.47, -0.30, -0.14], [0.46, 0.27, 0.31], [-0.05, 0.18, -0.16], [0.85, 0.49, 0.84], [-0.50, -0.75, -0.80], [-0.16, 0.19, 0.39]], "lowdin_charge": [-0.75, 0.03, 0.19, 0.20, 0.09, 0.12, 0.13, 0.12, -0.09, -0.44, -0.17, -0.19, -0.10, 0.04, 0.08, 0.08, 0.08, 0.14, 0.12, 0.12, 0.09, 0.07, 0.08, 0.08, 0.01, -0.07, -0.43, -0.14, -0.19, -0.12, 0.01, 0.08, 0.08, 0.09, 0.14, 0.11, 0.12, 0.09, 0.07, 0.09, 0.05, 0.10, -0.04, 0.05, 0.00, -0.05, 0.02, -0.01, -0.05, -0.02, 0.04, -0.05, 0.02, 0.07, -0.06, -0.03, 0.04, -0.05, 0.00, 0.05, -0.08, -0.05, -0.01], "molar_mass_g_mol": 364.4, "homo_ev": -9.1, "gap_ha": 0.342, "de_lowest_kj_mol": 197.85, "lumo_energy_ev": 0.1587, "total_energy_ev": -36415.794, "total_charge": 0}